Record 1
{
  "formula": "C3H2N2OS2",
  "method": "ωB97M-V/def2-TZVPD",
  "relative_energy_kcal_mol": 117.5,
  "e_lumo_ev": -1.68,
  "elements": ["C", "C", "C", "H", "H", "N", "N", "O", "S", "S"],
  "coordinates": [[-0.02454, -0.71711, 0.20654], [0.15657, 1.72281, -0.29206], [0.88695, 0.51059, 0.26373], [-0.48975, -2.32015, 1.69794], [-1.80887, -1.55904, -1.33574], [0.34486, -1.57245, 1.05125], [-0.84743, -0.53505, -0.82328], [0.64538, 2.81373, -0.38517], [-1.23271, 1.17480, -1.23615], [2.36956, 0.48186, 0.85296]]
}

---

Record 2
{
  "formula": "C3H2N2S2",
  "method": "ωB97M-V/def2-TZVPD",
  "relative_energy_kcal_mol": 108.9,
  "e_lumo_ev": [-3.33, -3.33],
  "elements": ["C", "C", "C", "N", "N", "S", "S", "H", "H"],
  "coordinates": [[1.64142, 1.11690, -0.47800], [0.27511, -1.17611, 0.83563], [-0.57673, -0.43846, 0.04362], [2.65834, 1.40880, -0.96469], [1.03795, -1.68748, 1.54852], [-1.58490, 0.77008, 0.73029], [-0.74901, -0.80813, -1.76568], [-1.09377, 0.58549, 1.85028], [-1.60840, 0.22891, -1.79995]]
}

---

Record 3
{
  "formula": "C3H2N3O",
  "method": "ωB97M-V/def2-TZVPD",
  "relative_energy_kcal_mol": 95.3,
  "charge": 1,
  "e_lumo_ev": [-9.68, -10.35],
  "elements": ["C", "C", "C", "N", "N", "N", "O", "H", "H"],
  "coordinates": [[0.91477, 0.10199, 0.15481], [-0.17425, -0.69631, -0.01648], [1.58569, -1.77382, -0.00660], [4.71088, 0.76643, -0.35029], [2.11308, -0.64709, 0.07928], [4.32249, 0.18291, 0.48141], [0.28600, -1.95179, -0.06231], [0.82897, 1.07107, 0.48508], [-1.25207, -0.40529, 0.12504]]
}

---

Record 4
{
  "formula": "C3H2N3O",
  "method": "ωB97M-V/def2-TZVPD",
  "relative_energy_kcal_mol": 2.9,
  "charge": 1,
  "s_squared": 2.010,
  "e_lumo_ev": [-6.36, -8.99],
  "spin_multiplicity": 3,
  "elements": ["C", "C", "C", "N", "N", "N", "O", "H", "H"],
  "coordinates": [[-0.47438, -0.50055, 0.32392], [0.43782, 0.58243, 0.29041], [-0.28091, 0.12830, 2.36515], [-0.23202, 0.60478, 4.71061], [-0.84640, -0.70615, 1.57300], [-0.27311, 0.36987, 3.62909], [0.65810, 1.07069, 1.44341], [-0.84074, -1.11502, -0.47732], [0.92318, 1.01061, -0.57699]]
}

---

Record 5
{
  "formula": "C3H2N4",
  "method": "ωB97M-V/def2-TZVPD",
  "relative_energy_kcal_mol": 32.5,
  "e_lumo_ev": 0.47,
  "smiles": "N#Cc1c[nH]nn1",
  "elements": ["N", "C", "C", "C", "N", "N", "N", "H", "H"],
  "coordinates": [[3.14023, 0.21922, 0.29219], [1.98882, 0.29001, 0.18060], [0.56956, 0.34849, 0.04572], [-0.30682, -0.72268, -0.04403], [-1.53693, -0.27144, -0.13709], [-1.37733, 1.36195, -0.08456], [-0.15276, 1.50392, -0.00314], [-0.02098, -1.77191, -0.06492], [-2.30379, -0.95756, -0.18478]]
}

---

Record 6
{
  "formula": "C3H2N4O",
  "method": "ωB97M-V/def2-TZVPD",
  "relative_energy_kcal_mol": 69.1,
  "e_lumo_ev": -1.47,
  "smiles": "O=c1ncnncn1",
  "elements": ["C", "C", "C", "H", "H", "N", "N", "N", "N", "O"],
  "coordinates": [[-0.48695, -1.02243, 0.05823], [-0.15614, 0.88840, -1.25455], [1.43030, 0.07507, 0.66533], [0.20512, 1.38779, -2.21326], [2.39321, 0.19786, 0.88611], [-0.46502, -0.30157, -1.35889], [-0.10758, 1.72925, -0.03061], [0.50057, 1.17364, 0.97932], [0.84621, -1.14167, 0.67182], [-1.59260, -1.43118, 0.33520]]
}

---

Record 7
{
  "formula": "C3H2N4O",
  "method": "ωB97M-V/def2-TZVPD",
  "relative_energy_kcal_mol": 97.5,
  "e_lumo_ev": -1.63,
  "smiles": "O=c1cnnnnc1",
  "elements": ["C", "C", "C", "H", "H", "N", "N", "N", "N", "O"],
  "coordinates": [[0.96278, -0.07174, 0.08623], [0.14559, -1.38599, -0.21461], [0.25183, 1.35559, 0.21189], [0.74402, -2.25330, -0.72434], [0.91098, 2.23565, 0.46567], [-1.10293, -1.53420, 0.15094], [-1.47782, -0.26476, 0.64278], [-1.61830, 0.32862, -0.44601], [-1.01212, 1.60674, -0.20419], [2.19598, -0.01661, 0.03165]]
}

---

Record 8
{
  "formula": "C3H2N4O",
  "method": "ωB97M-V/def2-TZVPD",
  "relative_energy_kcal_mol": 65.5,
  "e_lumo_ev": 0.12,
  "elements": ["C", "C", "C", "H", "H", "N", "N", "N", "N", "O"],
  "coordinates": [[0.23744, -1.09599, 0.86181], [-0.07913, 0.90405, 0.58530], [0.20623, 0.14419, -1.43187], [0.22001, -2.26360, 0.49598], [0.33457, -0.77341, -2.21908], [-0.02923, -0.67120, 1.93317], [-0.20275, 0.76181, 1.82960], [-0.36407, 1.35659, -1.63023], [0.13981, -0.23077, -0.13245], [-0.46288, 1.86833, -0.29224]]
}

---

Record 9
{
  "formula": "C3H2N4O",
  "method": "ωB97M-V/def2-TZVPD",
  "relative_energy_kcal_mol": 59.1,
  "e_lumo_ev": -1.09,
  "smiles": "O=c1nccnnn1",
  "elements": ["C", "C", "C", "H", "H", "N", "N", "N", "N", "O"],
  "coordinates": [[-0.83977, -0.44251, -1.29430], [-0.30465, -0.62569, 0.98661], [0.42647, 0.68667, 0.95851], [-0.35703, -1.03772, 1.94019], [0.31225, 1.38038, 1.73859], [-0.90248, -0.99844, -0.06664], [1.23337, 1.09860, 0.03795], [1.54917, 0.18969, -0.90375], [0.65406, -0.41048, -1.57049], [-1.77139, 0.15948, -1.82667]]
}

---

Record 10
{
  "formula": "C3H2N4O4",
  "method": "ωB97M-V/def2-TZVPD",
  "relative_energy_kcal_mol": 57.7,
  "charge": -2,
  "e_lumo_ev": 6.87,
  "smiles": "N#CN([O-])N(C(N)=O)C(=O)[O-]",
  "elements": ["C", "C", "C", "N", "N", "N", "N", "O", "O", "O", "O", "H", "H"],
  "coordinates": [[-1.22787, 0.43259, -1.77437], [0.40409, -0.60868, 1.03465], [1.78609, 0.40263, -0.97294], [-1.42086, 0.21983, -2.89838], [-0.88087, -1.00929, 1.61090], [-0.92100, 0.85724, -0.58287], [0.39597, 0.08320, -0.12872], [2.00363, -0.40427, -1.80974], [-1.71542, 1.06079, 0.45141], [1.46446, -0.94084, 1.57611], [2.39104, 1.41136, -0.67874], [-1.66860, -0.31614, 1.55025], [-0.61066, -1.18841, 2.62244]]
}

---

Record 11
{
  "formula": "C3H2NO2P",
  "method": "ωB97M-V/def2-TZVPD",
  "relative_energy_kcal_mol": 16.6,
  "e_lumo_ev": -0.58,
  "smiles": "C=C(C#N)OP=O",
  "elements": ["C", "C", "C", "N", "O", "O", "P", "H", "H"],
  "coordinates": [[-1.16693, 2.17702, -0.12941], [0.19899, 0.25052, 0.64497], [-0.86852, 0.94197, 0.40638], [-1.53649, 3.10137, -0.69578], [-4.49596, -0.63244, 0.14691], [-2.27319, 0.13653, 0.63057], [-3.28124, -0.27227, -0.54121], [0.05048, -0.65062, 1.12862], [1.20306, 0.49188, 0.67309]]
}

---

Record 12
{
  "formula": "C3H2NO3",
  "method": "ωB97M-V/def2-TZVPD",
  "relative_energy_kcal_mol": 78.7,
  "charge": -1,
  "e_lumo_ev": 4.03,
  "elements": ["C", "C", "C", "N", "O", "O", "O", "H", "H"],
  "coordinates": [[0.51620, 0.10991, 0.59845], [-2.21083, 0.18171, -0.41769], [1.78239, 0.49155, 0.60583], [1.14475, -0.05213, -0.71252], [-2.56282, 1.20286, -0.00598], [-0.67032, -0.07428, 0.90975], [-2.07122, -0.84874, -1.00942], [2.72429, 0.07619, 0.80840], [1.34755, -1.08706, -0.77682]]
}

---

Record 13
{
  "formula": "C3H2NO3",
  "method": "ωB97M-V/def2-TZVPD",
  "relative_energy_kcal_mol": 40.8,
  "charge": -1,
  "e_lumo_ev": 4.26,
  "elements": ["C", "C", "C", "N", "O", "O", "O", "H", "H"],
  "coordinates": [[0.86333, 0.21350, 0.52669], [-0.36948, 1.73555, -0.41076], [-0.46499, 0.67440, -1.57695], [0.37521, 1.43228, 0.65365], [-0.10654, 0.74637, -2.73469], [-1.02489, 2.74058, -0.54249], [0.72193, -0.45486, -0.54489], [1.45795, -0.18289, 1.52311], [-1.53576, -0.06840, -1.16005]]
}

---

Record 14
{
  "formula": "C3H2NO3",
  "method": "ωB97M-V/def2-TZVPD",
  "relative_energy_kcal_mol": 76.6,
  "charge": -1,
  "e_lumo_ev": 4.15,
  "smiles": "O=C=C=C([O-])NO",
  "elements": ["C", "C", "C", "N", "O", "O", "O", "H", "H"],
  "coordinates": [[0.77841, -1.46700, 0.94113], [1.18102, -2.17726, 1.89242], [0.33123, -1.23672, -0.40494], [-0.45216, -0.12652, -0.55291], [1.43185, -2.73115, 2.94677], [0.50749, -2.00867, -1.36417], [-0.33160, 0.87259, 0.45320], [0.40171, 0.42243, 1.14913], [-0.68461, 0.37168, -1.40488]]
}

---

Record 15
{
  "formula": "C3H2NO3",
  "method": "ωB97M-V/def2-TZVPD",
  "relative_energy_kcal_mol": 1.8,
  "charge": -1,
  "s_squared": 2.010,
  "e_lumo_ev": [4.12, 2.08],
  "spin_multiplicity": 3,
  "elements": ["C", "C", "C", "N", "O", "O", "O", "H", "H"],
  "coordinates": [[-0.44144, 1.59528, 0.23951], [-1.90698, 1.01600, -1.24366], [-0.18474, 0.14660, -0.02287], [-1.49127, 2.01130, -0.44329], [0.46146, 2.25609, 1.20541], [-2.86062, 1.09946, -1.97000], [-1.06907, -0.17063, -1.05068], [0.92535, -0.21761, -0.27819], [-0.48144, -0.55299, 0.95336]]
}

---

Record 16
{
  "formula": "C3H2NO3S",
  "method": "ωB97M-V/def2-TZVPD",
  "relative_energy_kcal_mol": 123.2,
  "charge": -1,
  "e_lumo_ev": [3.67, 3.67],
  "elements": ["C", "C", "C", "N", "O", "O", "O", "S", "H", "H"],
  "coordinates": [[1.50831, -0.62924, -0.78055], [-0.74478, -1.35909, -0.56616], [0.19079, 1.00838, 0.60623], [1.19903, 0.56015, -0.14850], [-1.35403, -2.35540, -0.70988], [0.12758, 2.21134, 0.76760], [-2.57100, 0.54604, 0.45654], [-1.28095, -0.11238, 0.87652], [1.25413, -1.36021, 0.02830], [1.67093, 1.49041, -0.53011]]
}

---

Record 17
{
  "formula": "C3H2NOS2",
  "method": "ωB97M-V/def2-TZVPD",
  "relative_energy_kcal_mol": 115.3,
  "charge": -1,
  "e_lumo_ev": [3.58, 3.61],
  "elements": ["C", "C", "C", "N", "O", "S", "S", "H", "H"],
  "coordinates": [[0.00910, 0.95080, 0.55217], [-1.07296, 0.04670, 0.46439], [1.15289, 1.09147, -0.07623], [0.31656, -1.80961, -0.45994], [2.12162, 1.32742, -0.65469], [0.94010, -2.44262, -1.82946], [-1.23840, -1.33216, -0.38096], [-0.24257, 1.78369, 1.17812], [-1.98635, 0.38432, 1.20661]]
}

---

Record 18
{
  "formula": "C3H2NOS2",
  "method": "ωB97M-V/def2-TZVPD",
  "relative_energy_kcal_mol": 76.9,
  "charge": -1,
  "e_lumo_ev": 3.17,
  "elements": ["C", "C", "C", "N", "O", "S", "S", "H", "H"],
  "coordinates": [[0.66589, -0.96669, 0.17626], [0.82419, 0.34473, -0.20434], [-1.43921, 1.62247, -0.33816], [1.06275, -1.55212, 1.26303], [-1.00821, 2.70826, -0.40131], [1.85577, 1.25693, -1.03205], [-2.52940, 0.49021, -0.33094], [-0.07418, -1.42855, -0.51352], [0.64241, -2.47523, 1.38103]]
}

---

Record 19
{
  "formula": "C3H2NOS2",
  "method": "ωB97M-V/def2-TZVPD",
  "relative_energy_kcal_mol": 63.3,
  "charge": -1,
  "e_lumo_ev": 3.22,
  "smiles": "O=C=C(S)/N=C\\[S-]",
  "elements": ["C", "C", "C", "N", "O", "S", "S", "H", "H"],
  "coordinates": [[0.23510, 1.80232, -0.19469], [-0.16698, -0.53542, -0.36493], [0.82964, -1.28468, 0.04660], [-0.50231, 0.76950, -0.35238], [1.62696, -2.08333, 0.37470], [-1.64896, -1.55702, -0.32387], [1.88945, 1.81062, -0.17157], [-0.42990, 2.78389, -0.02855], [-1.83298, -1.70587, 1.01470]]
}

---

Record 20
{
  "formula": "C3H2NP",
  "method": "ωB97M-V/def2-TZVPD",
  "relative_energy_kcal_mol": 103.3,
  "e_lumo_ev": [-1.63, -1.60],
  "elements": ["C", "C", "C", "N", "P", "H", "H"],
  "coordinates": [[-1.88232, 1.56143, -1.38118], [-1.17448, 0.55189, -0.87912], [1.52275, -1.60238, 1.41605], [-2.59885, 2.40730, -1.70734], [-0.12749, -0.26058, -0.00447], [2.27210, -2.10861, 0.83883], [1.98829, -0.54905, 1.71721]]
}

---

| no. | DFT total energy (eV) | molecular weight (g mol⁻¹) |
| --- | --- | --- |
| 1 | -29835.7005 | 146.20 |
| 2 | -27788.4348 | 130.20 |
| 3 | -9647.3900 | 96.07 |
| 4 | -9647.8234 | 96.07 |
| 5 | -9101.4812 | 94.08 |
| 6 | -11146.2736 | 110.08 |
| 7 | -11145.0454 | 110.08 |
| 8 | -11146.4313 | 110.08 |
| 9 | -11146.7112 | 110.08 |
| 10 | -17290.5256 | 158.07 |
| 11 | -18015.5906 | 115.03 |
| 12 | -10774.3586 | 100.05 |
| 13 | -10775.9990 | 100.05 |
| 14 | -10774.4496 | 100.05 |
| 15 | -10772.7761 | 100.05 |
| 16 | -21607.5007 | 132.12 |
| 17 | -28348.8476 | 132.19 |
| 18 | -28350.5105 | 132.19 |
| 19 | -28351.1008 | 132.19 |
| 20 | -13914.9100 | 83.03 |